The following is a quantum chemistry calculation of a molecular structure, C20H51AlBr3ClCsKN2NaO9 at a distorted geometry, from the Open Molecules 2025 dataset.

The geometry in ORCA input format:
```
! wB97M-V def2-TZVPD RIJCOSX def2/J DEFGRID3
* xyz 1 1
Al 6.43896 -2.51976 -0.98994
C 5.06478 -3.88264 -1.66205
C 3.71811 -3.53869 -0.90385
C 3.20442 -2.21769 -1.51419
Cl 1.47827 -2.35540 -2.09893
H 6.92787 -2.93598 0.45798
H 7.59961 -2.40605 -2.07215
H 5.72623 -1.08338 -0.83655
H 4.84215 -3.75354 -2.73184
H 5.36972 -4.92106 -1.49059
H 3.97820 -3.41396 0.15630
H 3.02562 -4.37736 -1.02700
H 3.24179 -1.37565 -0.81841
H 3.82073 -1.94339 -2.37345
K 8.31549 -0.38691 -2.09715
Cs 8.97343 -3.57151 0.47070
C 13.25610 -0.79181 1.64490
O 12.32551 -1.12453 0.74673
H 13.07357 0.15280 2.21425
H 13.44719 -1.52201 2.46340
H 14.28125 -0.60892 1.24527
C -2.73895 1.18823 -0.52028
C -1.58732 0.33030 -0.01977
C -0.47948 1.11955 0.67550
O 0.29372 1.79545 -0.29700
C 0.00509 3.17627 -0.51792
N -0.94109 -0.33055 -1.19777
H -2.45117 1.81137 -1.36960
H -3.57214 0.56003 -0.84520
H -3.10763 1.83649 0.27445
H -1.97057 -0.45595 0.63124
H 0.19707 0.40798 1.15816
H -0.85799 1.78011 1.45639
H -0.41316 3.66169 0.37096
H -0.67656 3.28814 -1.36167
H 0.94445 3.66254 -0.77064
H -1.60392 -0.71433 -1.86990
H -0.29897 -1.07511 -0.91196
H -0.35452 0.37443 -1.66700
C 4.98196 -7.52643 -3.16197
C 6.49110 -7.39416 -3.40156
O 6.90902 -6.25401 -3.71661
O 7.15184 -8.44248 -3.25398
H 4.47182 -6.57164 -3.30822
H 4.55968 -8.25656 -3.85461
H 4.79673 -7.86860 -2.14089
C -3.70719 5.90510 -1.52365
C -3.53195 7.02246 -0.54997
O -4.40619 7.49364 0.12154
N -2.16430 7.52753 -0.27601
C -2.10842 8.90369 0.28886
H -4.74899 5.87732 -1.82969
H -3.08258 6.05093 -2.40581
H -3.44506 4.95847 -1.04063
H -1.56427 7.39875 -1.10680
H -1.78326 6.88154 0.44684
H -2.68003 8.93530 1.21114
H -2.51011 9.59300 -0.45092
H -1.06156 9.13511 0.49690
C -8.52540 -2.59118 5.05476
O -7.30471 -2.89708 4.41132
C -7.42471 -4.01731 3.54683
C -6.30980 -4.01260 2.51980
O -6.54548 -3.11773 1.43438
C -6.37679 -1.73710 1.70987
C -4.92201 -1.32213 1.83142
O -4.41750 -1.64062 3.11629
C -3.01160 -1.70086 3.13985
H -8.86160 -3.43103 5.67075
H -8.35860 -1.72713 5.69534
H -9.29625 -2.33656 4.31926
H -8.39227 -4.00118 3.03288
H -7.35500 -4.92694 4.15569
H -6.27053 -5.00473 2.06652
H -5.33939 -3.82893 2.98183
H -6.95496 -1.43228 2.58299
H -6.79893 -1.22126 0.84346
H -4.83960 -0.23201 1.69847
H -4.33309 -1.82833 1.05406
H -2.65023 -2.48906 2.46783
H -2.69882 -1.94091 4.15351
H -2.57680 -0.73318 2.85373
C 0.71792 4.74197 -4.24411
Br 1.39270 3.08868 -3.49468
Br -0.11696 5.89770 -2.91675
Br 2.10343 5.69667 -5.18459
H -0.04150 4.48505 -4.97021
O 3.75473 3.41151 -0.26517
H 2.79903 3.24813 -0.19850
Na -2.10937 10.39219 -1.61215
*
```

## Properties
highest occupied orbital energy	-7.0	eV
gap between HOMO and LUMO	0.9	eV
relative energy (zero: lowest compared OMol25 entry of this formula, charge and spin)	0.0	kcal/mol

---

The following is a quantum chemistry calculation of 12 unconnected molecules or ions with the total composition C20H51F2N15O26S6 at a distorted geometry, from the Open Molecules 2025 dataset.

The geometry in ORCA input format:
```
! wB97M-V def2-TZVPD RIJCOSX def2/J DEFGRID3
* xyz 0 1
C -0.96105 1.99605 2.88503
C -1.52073 0.66044 2.43737
N -0.85871 0.17888 1.22464
C -0.48926 -1.11856 0.91931
C 0.02983 -1.09191 -0.35212
N 0.05186 0.18158 -0.79395
C -0.57074 0.92201 0.15851
C 0.28184 0.60385 -2.15668
H 0.10726 2.06467 3.07633
H -1.55553 2.25008 3.76617
H -1.26268 2.79080 2.19901
H -2.58870 0.77241 2.25856
H -1.53776 -0.06144 3.25238
H -0.60576 -1.95944 1.58396
H 0.42215 -1.86650 -0.99359
H -0.93983 1.91496 -0.04445
H -0.28941 -0.09103 -2.76620
H 1.36559 0.61836 -2.22021
H -0.06558 1.62581 -2.28961
N 2.60816 -3.02203 -4.82611
S 3.04260 -1.54882 -4.93900
O 2.36202 -0.55853 -4.12856
O 3.52107 -1.20158 -6.25156
F 4.53902 -1.70432 -4.27179
S 0.98782 -2.71929 -4.97073
O 0.66277 -2.20650 -6.27264
O 0.29862 -2.34776 -3.78598
F 0.57503 -4.28986 -5.13722
C -4.58473 -1.50901 1.93512
O -3.99984 -0.84816 2.81286
N -4.64400 -2.85285 1.96513
N -5.03869 -0.97301 0.78672
H -4.25024 -3.22612 2.81536
H -4.69265 -3.33220 1.08497
H -5.60510 -1.55397 0.19438
H -5.03541 0.02548 0.67877
C -4.79154 1.94938 5.27430
O -5.12247 2.45795 6.33630
N -3.81928 0.99644 5.18750
N -5.47113 2.15515 4.10561
H -3.57573 0.61815 6.08772
H -3.83053 0.37749 4.39303
H -5.11884 1.54545 3.38569
H -6.36517 2.60519 4.15791
C 1.78425 4.11942 1.46834
O 1.53684 4.73426 2.50373
N 1.58978 4.51335 0.21496
N 2.48495 2.91449 1.52720
H 1.77232 3.85563 -0.52448
H 1.07698 5.37985 0.16779
H 2.90968 2.59780 2.37903
H 2.92150 2.58245 0.66765
C 2.08079 -4.01378 -1.37556
O 1.53649 -4.11090 -0.28608
N 1.88895 -4.82005 -2.45391
N 3.10039 -3.13502 -1.64720
H 1.30827 -5.61788 -2.25433
H 2.12296 -4.45485 -3.36185
H 3.25499 -2.42026 -0.95812
H 3.46368 -3.08470 -2.58093
C 4.11945 1.01577 -0.75430
O 3.58854 2.13546 -0.94198
N 3.92959 0.07853 -1.69093
N 4.86034 0.66480 0.28956
H 3.30518 0.41306 -2.40768
H 4.19112 -0.88417 -1.59475
H 5.31057 -0.23105 0.17316
H 5.32461 1.33433 0.87906
C -1.59789 -4.40489 1.67069
O -2.48141 -4.46760 2.52164
N -1.75900 -4.41658 0.32902
N -0.31909 -4.07254 2.00745
H -2.68667 -4.59711 -0.01700
H -0.94933 -4.61805 -0.23714
H 0.46643 -4.36463 1.44513
H -0.24975 -3.92993 3.00268
C -1.86580 4.88067 4.82925
C -3.28156 4.80162 4.17248
O -3.07776 4.94844 2.80548
S -1.67412 5.78501 2.47676
O -1.95144 7.18251 2.57244
O -1.14418 5.27637 1.24504
O -0.94942 5.12990 3.77276
H -1.60151 3.95493 5.33606
H -1.76065 5.69000 5.55210
H -3.98064 5.58882 4.46277
H -3.68974 3.79627 4.27826
C 2.95009 -0.72710 3.63250
C 2.07648 -0.73143 2.38560
O 2.09968 -2.08571 1.88817
S 3.56918 -2.74325 2.16821
O 4.54828 -2.40697 1.13893
O 3.49551 -4.14496 2.52550
O 3.82890 -1.82996 3.45320
H 2.41021 -0.92197 4.56062
H 3.64772 0.08661 3.83062
H 2.34191 0.04137 1.66370
H 1.04779 -0.50993 2.66702
C -2.11427 -4.10224 -2.77206
C -2.58712 -3.77649 -4.18298
O -3.59970 -2.75559 -3.98315
S -3.51870 -2.08152 -2.50443
O -4.74858 -2.43689 -1.83933
O -3.15380 -0.68614 -2.60478
O -2.19955 -2.90381 -2.00718
H -1.15111 -4.59310 -2.89545
H -2.83897 -4.79534 -2.33642
H -3.01174 -4.53179 -4.83523
H -1.81117 -3.16271 -4.63887
C 3.91131 3.82362 -5.23637
C 3.56752 2.38352 -4.96676
O 2.15284 2.33652 -5.08916
S 1.47300 3.76190 -4.53980
O 1.06064 3.58584 -3.17926
O 0.56317 4.33253 -5.50898
O 2.87942 4.53078 -4.54133
H 3.83573 4.03976 -6.30381
H 4.82599 4.22554 -4.80844
H 3.82061 2.14285 -3.93025
H 4.05549 1.67859 -5.63651
*
```

## Properties
highest occupied orbital energy	-9.6	eV
gap between HOMO and LUMO	9.5	eV

---

The following is a quantum chemistry calculation of 7 unconnected molecules or ions with the total composition C20H51FN2O13S7 at a distorted geometry, from the Open Molecules 2025 dataset.

The geometry in ORCA input format:
```
! wB97M-V def2-TZVPD RIJCOSX def2/J DEFGRID3
* xyz 0 1
C -1.38455 0.11316 5.66538
C -2.57737 0.28031 4.59076
O -3.72391 0.28608 5.05170
N -2.18113 0.46465 3.17192
C -2.65530 1.72764 2.57451
C -1.80201 2.26535 1.31800
O -3.61895 2.40202 2.95277
N -2.35527 -0.64870 2.36546
C -1.85157 -1.92245 2.93921
O -1.27908 -2.66810 1.83204
C -0.12963 -1.96256 1.32890
O 0.65789 -2.72462 0.39537
C 0.17168 -2.56116 -0.95446
C 0.70043 -1.21881 -1.66972
O -0.33486 -0.16781 -1.66904
S -3.89507 -0.77453 1.60319
O -5.06485 -0.36931 2.42268
O -3.86468 -0.09913 0.25510
F -4.11851 -2.41491 1.25169
H -1.79762 0.34695 6.70776
H -1.04664 -0.97893 5.71802
H -0.54853 0.83057 5.40043
H -1.88321 1.56341 0.41726
H -0.69836 2.20261 1.63907
H -2.02311 3.34570 1.06934
H -0.97645 -1.78749 3.67230
H -2.62552 -2.55185 3.47876
H -0.39266 -0.98847 0.77843
H 0.54224 -1.63173 2.20333
H 0.62594 -3.42516 -1.56058
H -0.97352 -2.62346 -0.96930
H 0.93437 -1.39524 -2.77894
H 1.59649 -0.77006 -1.12976
H -1.15147 -0.50112 -1.25002
C 5.57384 0.13847 -3.09321
S 4.03018 -0.79150 -2.98961
O 3.36062 -0.41194 -1.70843
C 4.81038 -2.40089 -2.73758
H 5.33251 1.19135 -3.21320
H 6.15292 -0.00114 -2.17818
H 6.14663 -0.20310 -3.95758
H 5.43931 -2.37568 -1.84578
H 5.40961 -2.65661 -3.61307
H 4.02636 -3.14766 -2.60613
C 1.30176 2.84788 -2.74369
S 2.55232 3.02060 -4.03389
O 3.54912 1.92013 -3.84121
C 3.28587 4.53499 -3.38191
H 0.73840 1.93242 -2.92854
H 1.78197 2.78659 -1.76605
H 0.62418 3.70264 -2.77741
H 3.64169 4.36835 -2.36356
H 2.54339 5.33426 -3.39494
H 4.12669 4.81298 -4.01833
C -1.75076 7.38824 -1.19036
S -0.34549 6.66225 -0.31995
O -0.55859 5.18441 -0.28023
C -0.77611 7.31486 1.30674
H -1.70744 7.07706 -2.23427
H -2.68409 7.03931 -0.74581
H -1.69069 8.47641 -1.13446
H -1.77088 6.97064 1.59506
H -0.74804 8.40549 1.28161
H -0.04417 6.95159 2.02857
C -4.65577 -6.27498 4.30890
S -4.13553 -4.55258 4.45350
O -2.99864 -4.50626 5.42308
C -5.61144 -3.98307 5.32095
H -3.85772 -6.83631 3.82256
H -4.84105 -6.69151 5.30015
H -5.56030 -6.33195 3.70127
H -5.73717 -4.54308 6.24921
H -6.48491 -4.11519 4.68037
H -5.48916 -2.92391 5.55052
C 0.17360 1.46319 -7.82872
S 1.56796 2.55470 -7.47572
O 1.02211 3.93154 -7.28433
C 2.28431 2.48148 -9.13121
H -0.44277 1.39117 -6.93236
H -0.42140 1.87236 -8.64683
H 0.54539 0.47175 -8.09274
H 1.55695 2.82682 -9.86806
H 2.58673 1.45660 -9.35297
H 3.16055 3.12977 -9.15641
C 1.42060 -5.52082 4.07080
S 2.83187 -4.44542 4.40500
O 2.30863 -3.05376 4.55908
C 3.55458 -4.57190 2.75588
H 0.79788 -5.56022 4.96499
H 0.83734 -5.12123 3.23914
H 1.77652 -6.52476 3.83314
H 2.83611 -4.23242 2.00685
H 3.84037 -5.60709 2.56123
H 4.44195 -3.93936 2.71907
*
```

## Properties
highest occupied orbital energy	-8.4	eV
gap between HOMO and LUMO	8.6	eV